8
Properties=species:S:1:pos:R:3:forces:R:3 method="wB97M-V/def2-TZVPD" molar_mass_g_mol=69.06 e_above_lowest_kcal_mol=14.3 spin_multiplicity=1 smiles=c1cocn1
C 0.7158 0.6780 0.0150 1.799 -2.442 -1.009
H 1.6946 1.1759 -0.0944 -1.112 0.437 0.283
C -1.2552 0.0420 -0.0042 0.624 2.930 0.232
C 0.7070 -0.7206 -0.0221 -1.032 4.871 0.333
H -2.2497 0.0377 0.2438 -2.363 -0.412 -0.045
N -0.5638 1.1569 -0.0205 0.053 -0.899 0.338
H 1.5467 -1.2991 -0.1071 1.164 -2.172 -0.118
O -0.5953 -1.0706 -0.0105 0.867 -2.315 -0.015